The following is a DFT calculation (wB97M-V/def2-TZVPD) of a molecular structure, C36H44CrN5O3.

Last column: Mulliken charge in e.
Positions of all 89 atoms, in Å:
Cr 0.129 -0.251 -0.089  0.90
C -6.085 -1.427 -0.846  -1.10
C -4.963 -2.381 -1.261  -1.31
C -3.696 -2.140 -0.502  0.89
C -3.296 -2.724 0.660  0.74
C -3.978 -3.813 1.428  -1.20
C -3.337 -5.185 1.201  -1.15
C -2.021 -2.128 1.003  -0.36
N -1.670 -1.214 0.061  0.05
C -2.663 -1.190 -0.864  -0.40
C -2.701 -0.364 -1.983  -0.23
C -1.742 0.558 -2.371  -0.65
C -1.828 1.411 -3.542  0.79
C -2.984 1.465 -4.489  -1.30
C -4.074 2.435 -4.030  -1.04
C -0.684 2.145 -3.571  0.80
C 0.103 1.725 -2.427  -0.23
C 1.377 2.188 -2.124  -0.46
C 2.164 1.809 -1.047  -0.37
N 1.796 0.938 -0.072  0.07
C 2.834 0.848 0.799  -0.39
C 2.843 0.076 1.952  -0.36
C 1.829 -0.766 2.398  -0.13
N 0.678 -1.027 1.727  0.22
C -0.040 -1.899 2.486  -0.19
C -1.277 -2.428 2.138  -0.41
C 0.687 -2.209 3.700  0.67
C 1.851 -1.504 3.645  0.59
C 2.943 -1.428 4.665  -1.17
C 2.872 -0.158 5.516  -1.11
C 0.187 -3.098 4.793  -1.12
C -0.854 -2.415 5.683  -1.12
C 3.924 1.700 0.358  0.75
C 3.507 2.298 -0.789  0.92
C 4.241 3.288 -1.636  -1.34
C 3.864 4.734 -1.306  -1.11
C 5.259 1.811 1.025  -1.26
C 6.165 0.618 0.713  -1.15
N -0.568 0.779 -1.725  0.14
C -0.272 3.186 -4.562  -1.19
C -0.386 4.611 -4.014  -1.00
H -7.002 -1.618 -1.407  0.38
H -5.789 -0.390 -1.016  0.24
H -6.304 -1.533 0.218  0.31
H -4.774 -2.279 -2.332  0.44
H -5.286 -3.414 -1.112  0.45
H -5.030 -3.855 1.134  0.42
H -3.972 -3.576 2.496  0.39
H -3.385 -5.456 0.146  0.32
H -3.844 -5.959 1.780  0.37
H -2.285 -5.174 1.485  0.28
H -3.569 -0.460 -2.624  0.22
H -3.411 0.465 -4.603  0.41
H -2.629 1.753 -5.482  0.47
H -4.458 2.145 -3.051  0.26
H -4.910 2.460 -4.734  0.39
H -3.674 3.446 -3.938  0.22
H 1.810 2.900 -2.815  0.34
H 3.727 0.142 2.575  0.30
H -1.706 -3.149 2.823  0.33
H 3.916 -1.480 4.168  0.38
H 2.891 -2.302 5.319  0.38
H 2.942 0.733 4.892  0.29
H 3.678 -0.129 6.252  0.39
H 1.920 -0.110 6.049  0.25
H 1.029 -3.421 5.411  0.38
H -0.240 -4.009 4.364  0.39
H -0.429 -1.526 6.151  0.26
H -1.201 -3.086 6.472  0.38
H -1.717 -2.096 5.098  0.28
H 4.039 3.087 -2.691  0.44
H 5.317 3.151 -1.505  0.47
H 2.791 4.889 -1.430  0.23
H 4.389 5.442 -1.951  0.37
H 4.109 4.967 -0.268  0.31
H 5.127 1.898 2.108  0.39
H 5.748 2.734 0.705  0.44
H 5.708 -0.313 1.050  0.27
H 7.139 0.721 1.195  0.37
H 6.319 0.529 -0.363  0.32
H -0.893 3.095 -5.456  0.30
H 0.756 2.997 -4.885  0.38
H -1.420 4.838 -3.749  0.26
H -0.053 5.346 -4.751  0.38
H 0.215 4.732 -3.113  0.19
O 2.029 -0.921 -3.371  -0.70
N 1.067 -1.496 -2.843  1.13
O 0.083 -1.855 -3.505  -0.69
O 1.099 -1.738 -1.593  -0.49

## Properties
Kohn-Sham gap (alpha / beta) in hartree: 0.2146 / 0.2082
Largest force on an atom in eV Å⁻¹: 0.181
Spin multiplicity: 5
HOMO energy (alpha / beta) in eV: -3.8 / -3.8
Charge: -1

The following is a DFT calculation (wB97M-V/def2-TZVPD) of 6 unconnected molecules or ions with the total composition C36H44F5N2O12S at a distorted geometry.

Last column: Mulliken charge in e.
Positions of all 100 atoms, in Å:
C 0.981 -1.639 1.665  -0.75
O 0.277 -0.974 0.570  -0.23
C 1.226 -0.221 -0.254  -0.51
C 1.561 1.161 0.540  -0.15
N 0.634 1.504 1.561  -0.15
N 0.840 2.635 2.207  0.61
C -0.213 2.975 3.265  -0.86
C -1.387 1.880 3.386  0.39
O -1.482 1.210 4.473  -0.59
C -2.482 1.610 2.264  0.45
C -2.736 0.105 1.895  -0.18
C -3.755 -0.327 0.782  -0.48
C -4.507 0.857 0.060  -0.26
C -4.265 2.354 0.450  -0.63
C -3.260 2.763 1.553  -0.38
C 1.875 3.628 2.069  -0.04
C 2.957 3.370 0.968  -0.11
S 4.251 4.647 0.733  -0.17
C 2.816 2.037 0.128  0.02
C 3.835 1.697 -1.026  0.63
F 3.898 0.352 -1.448  -0.26
F 5.195 2.040 -0.678  -0.22
C 3.537 2.570 -2.373  0.73
F 2.548 1.958 -3.197  -0.24
F 4.724 2.592 -3.176  -0.19
F 3.077 3.872 -2.099  -0.21
H 2.091 -1.377 1.726  0.40
H 0.854 -2.788 1.606  0.21
H 0.528 -1.346 2.690  0.19
H 0.688 -0.004 -1.244  0.34
H 2.137 -0.898 -0.363  0.43
H 0.281 3.248 4.274  0.34
H -0.684 3.969 2.898  0.46
H -2.161 -0.742 2.404  0.29
H -3.941 -1.428 0.487  0.46
H -5.233 0.546 -0.758  0.39
H -4.811 3.200 -0.098  0.31
H -3.042 3.829 1.888  0.28
H 1.950 4.575 2.694  0.43
H 5.489 4.057 0.994  0.24
O -6.959 -0.379 0.431  -0.55
C -7.895 0.083 -0.171  0.51
O -8.058 1.411 -0.421  -0.33
C -9.323 1.622 -1.058  -0.45
C -9.684 0.292 -1.676  -0.50
C -9.063 -0.696 -0.712  -0.39
H -10.047 1.939 -0.301  0.28
H -9.230 2.410 -1.808  0.31
H -10.759 0.157 -1.811  0.32
H -9.208 0.197 -2.657  0.27
H -9.738 -0.943 0.110  0.27
H -8.729 -1.600 -1.222  0.28
O -2.838 -3.170 0.574  -0.54
C -2.213 -4.075 0.077  0.45
O -2.095 -5.309 0.630  -0.37
C -1.200 -6.101 -0.161  -0.62
C -1.204 -5.459 -1.528  -0.17
C -1.422 -3.998 -1.200  -0.07
H -0.210 -6.080 0.306  0.25
H -1.553 -7.133 -0.194  0.33
H -0.294 -5.650 -2.095  0.30
H -2.049 -5.834 -2.110  0.14
H -0.480 -3.479 -1.006  0.07
H -1.987 -3.491 -1.983  0.19
O 11.249 1.678 -3.014  -0.56
C 10.159 2.143 -2.807  0.42
O 9.035 1.397 -2.620  -0.35
C 7.902 2.265 -2.511  0.05
C 8.466 3.604 -2.095  -0.51
C 9.824 3.609 -2.763  -0.40
H 7.401 2.309 -3.482  0.18
H 7.206 1.868 -1.772  0.01
H 7.832 4.446 -2.382  0.33
H 8.591 3.633 -1.008  0.29
H 9.775 3.995 -3.784  0.25
H 10.558 4.162 -2.178  0.30
O 2.690 1.864 4.717  -0.54
C 2.364 1.811 5.875  0.45
O 3.071 2.342 6.905  -0.39
C 2.436 1.987 8.143  -0.46
C 1.004 1.675 7.775  -0.61
C 1.147 1.112 6.378  0.35
H 2.955 1.122 8.567  0.25
H 2.506 2.819 8.845  0.36
H 0.515 0.997 8.474  0.36
H 0.421 2.602 7.740  0.26
H 1.333 0.036 6.389  0.32
H 0.282 1.348 5.757  -0.28
O -0.088 -6.666 -4.279  -0.57
C -0.777 -5.864 -4.856  0.51
O -1.869 -5.261 -4.305  -0.30
C -2.514 -4.454 -5.298  -0.44
C -1.449 -4.166 -6.331  -0.52
C -0.597 -5.417 -6.280  -0.43
H -3.354 -5.017 -5.714  0.27
H -2.894 -3.540 -4.838  0.31
H -1.856 -3.953 -7.321  0.34
H -0.853 -3.303 -6.018  0.26
H -0.975 -6.194 -6.948  0.27
H 0.449 -5.200 -6.495  0.28

## Properties
Kohn-Sham gap in hartree: 0.1918
Largest force on an atom in eV Å⁻¹: 5.337
HOMO energy in eV: -10.6
Charge: +1